No. 1
C28H40N7SSi2Ti | ωB97M-V with the def2-TZVPD basis set

Geometry (Å):
Ti -0.134 0.099 -0.546
N -4.172 1.018 1.329
C -2.859 0.727 0.966
S -2.414 1.107 -0.683
N -2.120 0.176 1.870
N -0.856 -0.169 1.423
C -0.046 -0.740 2.333
C -0.434 -0.913 3.752
C -0.432 -2.174 4.344
C -0.777 -2.338 5.679
C -1.135 -1.238 6.443
C -1.147 0.025 5.861
C -0.804 0.185 4.529
C 1.227 -1.137 1.856
C 2.268 -1.654 2.670
C 3.478 -1.959 2.117
C 3.691 -1.752 0.737
C 2.659 -1.227 0.002
N 1.455 -0.924 0.515
H -4.567 1.784 0.808
H -4.294 1.091 2.328
H -0.159 -3.036 3.746
H -0.771 -3.327 6.121
H -1.407 -1.362 7.484
H -1.426 0.890 6.451
H -0.822 1.165 4.072
H 2.098 -1.774 3.731
H 4.276 -2.342 2.742
H 4.640 -1.967 0.268
H 2.777 -1.011 -1.054
C 2.072 2.078 1.904
Si 1.209 2.225 0.204
C 0.200 3.835 0.375
C 2.620 2.646 -1.015
C 3.771 3.357 -0.667
C 4.766 3.624 -1.597
C 4.617 3.185 -2.906
C 3.474 2.485 -3.269
C 2.468 2.201 -2.342
Si 0.847 1.258 -2.721
C 1.297 0.157 -4.243
C -0.242 2.602 -3.553
H 2.542 3.024 2.197
H 2.843 1.303 1.899
H 1.345 1.814 2.678
H 0.841 4.676 0.663
H -0.572 3.708 1.140
H -0.307 4.089 -0.558
H 3.903 3.701 0.355
H 5.659 4.166 -1.304
H 5.392 3.384 -3.639
H 3.371 2.149 -4.297
H 1.735 0.739 -5.062
H 0.405 -0.331 -4.656
H 2.008 -0.630 -3.975
H 0.279 3.086 -4.386
H -0.518 3.371 -2.829
H -1.174 2.173 -3.937
C -2.517 -0.834 -3.768
N -2.730 -1.858 -2.767
C -3.827 -2.767 -3.012
C -1.792 -2.067 -1.801
N -0.556 -1.653 -1.898
N -2.205 -2.739 -0.687
C -1.215 -3.355 0.181
C -3.469 -2.413 -0.040
H -3.483 -0.415 -4.055
H -2.027 -1.228 -4.667
H -1.912 -0.029 -3.352
H -3.780 -3.134 -4.042
H -4.793 -2.273 -2.869
H -3.765 -3.619 -2.341
H -0.311 -1.398 -2.847
H -1.653 -4.258 0.615
H -0.914 -2.687 0.992
H -0.334 -3.617 -0.397
H -3.992 -1.646 -0.605
H -3.269 -2.004 0.954
H -4.103 -3.300 0.058

Net charge: -1
Relative energy (zero: lowest compared OMol25 entry of this formula, charge and spin) in kcal per mole: 0.2
E in eV: -89825.59610
⟨S²⟩: 2.031
Max |F| in Eh/bohr: 0.0029
2S+1: 3

No. 2
C2H6O2 | ωB97M-V with the def2-TZVPD basis set

Geometry (Å):
O 0.126 1.393 0.210
C -0.801 0.761 -0.210
C -1.361 -0.499 0.403
H -1.372 1.060 -1.114
H -1.655 -1.173 -0.402
H -2.161 -0.250 1.102
H -0.642 -1.040 1.013
H 2.032 -0.256 0.168
H 2.981 0.389 -0.862
O 2.854 -0.385 -0.309

Net charge: 0
Relative energy (zero: lowest compared OMol25 entry of this formula, charge and spin) in kcal per mole: 11.8
E in eV: -6265.74450
Structure (SMILES): CC=O.O
Max |F| in Eh/bohr: 0.0163

No. 3
C5H11N2 | ωB97M-V with the def2-TZVPD basis set

Geometry (Å):
C 1.367 0.020 -1.017
C 1.667 0.118 0.468
C 0.462 0.113 1.383
C -0.659 0.829 1.142
N -1.444 0.560 -0.009
C -2.698 0.399 0.145
N 0.344 -1.053 -1.299
H 2.263 -0.179 -1.601
H 0.896 0.906 -1.442
H 2.214 1.057 0.595
H 2.389 -0.623 0.819
H 0.600 -0.426 2.314
H -1.115 1.540 1.836
H -3.214 1.000 0.899
H -3.249 -0.391 -0.350
H 0.132 -1.328 -2.248
H 0.583 -1.904 -0.792
H -0.535 -0.638 -0.842

Net charge: +1
Relative energy (zero: lowest compared OMol25 entry of this formula, charge and spin) in kcal per mole: 67.5
E in eV: -8334.19079
Structure (SMILES): C=N/C=C\CC[NH3+]
Max |F| in Eh/bohr: 0.0423

No. 4
C3H5NO2 | ωB97M-V with the def2-TZVPD basis set

Geometry (Å):
N -1.471 -0.048 1.270
C -1.162 0.138 0.011
O -1.713 0.236 -1.086
C 0.366 0.210 -0.114
C 1.337 -0.231 -1.100
O 1.084 1.151 -0.691
H -0.089 -0.127 1.738
H -2.472 -0.162 1.453
H 0.816 -0.074 1.377
H 2.272 -0.646 -0.734
H 1.032 -0.446 -2.123

Net charge: 0
Relative energy (zero: lowest compared OMol25 entry of this formula, charge and spin) in kcal per mole: 125.6
E in eV: -8772.24824
Max |F| in Eh/bohr: 0.0435

No. 5
C33H48O27 | ωB97M-V with the def2-TZVPD basis set

Geometry (Å):
C 1.461 5.665 -1.232
C 0.524 5.445 -0.115
O -0.054 4.189 -0.245
C 0.521 3.567 -1.396
O 0.155 2.527 -2.013
O 1.620 4.409 -1.746
H 2.431 6.141 -1.093
H 0.952 6.275 -1.979
H -0.245 6.215 -0.184
H 1.081 5.461 0.822
C 1.227 1.021 -4.155
C 2.475 1.748 -4.283
O 3.362 0.784 -4.661
C 2.717 -0.431 -4.815
O 3.254 -1.533 -5.133
O 1.400 -0.244 -4.753
H 0.504 1.666 -4.655
H 1.033 0.831 -3.100
H 2.697 2.356 -3.406
H 2.462 2.405 -5.152
C -7.272 1.019 4.238
C -5.853 0.516 4.602
O -6.013 0.236 5.953
C -7.259 0.565 6.396
O -7.613 0.539 7.560
O -8.053 0.737 5.359
H -7.498 0.386 3.380
H -7.264 2.019 3.805
H -5.129 1.331 4.595
H -5.480 -0.328 4.023
C -0.660 -4.301 -3.004
C -0.821 -4.717 -4.498
C 0.186 -4.319 -5.616
O 0.752 -5.518 -6.144
C 0.044 -6.529 -5.580
O 0.143 -7.716 -5.763
O -0.809 -6.104 -4.755
H -0.325 -3.281 -2.821
H 0.140 -4.874 -2.535
H -1.428 -4.737 -2.365
H -1.776 -4.315 -4.835
H 1.045 -3.893 -5.097
H -0.194 -3.584 -6.326
C 1.180 -1.841 3.816
C 0.969 -3.340 4.025
C 1.960 -4.049 4.916
O 1.133 -4.143 6.058
C -0.149 -3.912 5.891
O -1.028 -4.170 6.740
O -0.298 -3.330 4.710
H 2.185 -1.790 3.396
H 1.001 -1.174 4.659
H 0.595 -1.501 2.961
H 1.068 -3.807 3.045
H 2.834 -3.427 5.112
H 1.991 -5.091 4.597
C 3.036 -4.479 -2.870
C 3.202 -3.563 -1.691
C 2.524 -3.813 -0.443
O 3.460 -4.130 0.571
C 4.674 -3.979 0.012
O 5.740 -3.958 0.702
O 4.574 -3.737 -1.254
H 2.852 -3.920 -3.787
H 2.319 -5.236 -2.553
H 3.818 -5.127 -3.266
H 3.194 -2.503 -1.944
H 1.778 -4.608 -0.446
H 2.108 -2.885 -0.048
C 3.497 3.648 2.909
C 3.766 2.918 1.540
C 4.866 1.958 1.648
O 4.229 0.742 1.296
C 2.908 0.854 1.081
O 2.165 -0.069 0.814
O 2.601 2.148 1.242
H 4.411 4.242 2.931
H 3.176 3.130 3.812
H 2.633 4.286 2.723
H 3.981 3.521 0.658
H 5.299 1.931 2.648
H 5.710 2.177 0.994
C -4.017 2.860 -1.352
C -4.103 4.355 -1.214
C -3.193 5.062 -0.212
O -2.631 6.061 -0.979
C -3.119 6.020 -2.296
O -2.851 6.920 -3.048
O -4.001 5.001 -2.420
H -4.200 2.441 -0.363
H -2.963 2.641 -1.525
H -4.758 2.443 -2.033
H -5.116 4.643 -0.935
H -2.286 4.573 0.143
H -3.715 5.334 0.705
C -0.772 -0.600 -0.428
C -1.151 -0.400 0.999
C -0.736 0.938 1.630
O -1.951 1.444 2.161
C -2.953 0.745 1.604
O -4.134 0.878 1.732
O -2.517 -0.217 0.905
H 0.281 -0.604 -0.710
H -1.118 0.271 -0.984
H -1.206 -1.477 -0.908
H -0.974 -1.217 1.698
H -0.166 1.482 0.877
H -0.050 0.802 2.467

Net charge: +1
Relative energy (zero: lowest compared OMol25 entry of this formula, charge and spin) in kcal per mole: 81.7
E in eV: -90266.52179
⟨S²⟩: 0.754
Max |F| in Eh/bohr: 0.1220
2S+1: 2

No. 6
CH3NOS2 | ωB97M-V with the def2-TZVPD basis set

Geometry (Å):
C -0.366 -0.418 -1.009
N 0.202 -0.515 0.221
O 2.721 -1.215 -0.695
S 2.337 1.417 0.207
S 1.908 -0.457 0.259
H -1.349 -0.047 -0.886
H 0.145 -0.444 -1.965
H 2.070 -0.780 1.687

Net charge: 0
Relative energy (zero: lowest compared OMol25 entry of this formula, charge and spin) in kcal per mole: 57.7
E in eV: -26290.46679
Structure (SMILES): C=N[S@@H](=O)=S
Max |F| in Eh/bohr: 0.1066

No. 7
CH6N3S2 | ωB97M-V with the def2-TZVPD basis set

Geometry (Å):
C 0.489 0.307 0.015
N -0.113 1.428 -0.436
N -0.099 -0.814 0.035
N 0.318 -1.919 -0.472
S 2.268 0.308 0.495
S -2.816 0.220 0.339
H -1.124 1.269 -0.633
H 0.176 2.422 -0.093
H 2.422 1.561 0.396
H 0.177 -2.786 0.110
H 0.807 -1.921 -1.273
H -2.504 -0.074 1.516

Net charge: +1
Relative energy (zero: lowest compared OMol25 entry of this formula, charge and spin) in kcal per mole: 104.8
E in eV: -27263.51149
Max |F| in Eh/bohr: 0.1070

No. 8
C7H12N2O | ωB97M-V with the def2-TZVPD basis set

Geometry (Å):
C 3.351 2.706 1.957
N 2.553 3.265 3.031
C 1.747 4.444 2.821
C 0.912 4.368 1.535
C 0.234 3.086 2.085
C 0.211 1.755 1.342
C -0.628 1.744 0.136
N -1.500 1.327 -0.548
C 1.149 3.155 3.321
H 2.919 2.815 0.951
H 4.349 3.163 1.984
H 3.473 1.625 2.102
H 1.988 5.352 3.377
H 0.213 5.204 1.431
H 1.473 4.268 0.595
H -0.788 3.326 2.406
H 1.216 1.450 1.017
H -0.153 0.964 2.017
H 0.832 2.884 4.330
O 1.159 -1.776 0.572
H 1.761 -1.153 1.035
H 0.052 -1.658 0.549

Net charge: 0
Relative energy (zero: lowest compared OMol25 entry of this formula, charge and spin) in kcal per mole: 87.4
E in eV: -12477.76835
Structure (SMILES): CN1[C@@H]2[C@H](CC#N)C[C@@H]21.O
Max |F| in Eh/bohr: 0.1024

No. 9
C3H10NS | ωB97M-V with the def2-TZVPD basis set

Geometry (Å):
C -0.970 1.007 -0.437
C -0.606 -0.416 1.410
C 0.614 -0.728 -0.831
N 0.052 0.153 0.215
S 2.534 -0.691 -0.357
H -1.860 0.483 -0.216
H -1.012 1.946 0.032
H -0.794 1.252 -1.529
H -1.560 -0.934 1.143
H -0.042 -1.151 1.935
H -0.726 0.341 2.056
H 0.508 -0.294 -1.812
H 0.357 -1.828 -0.772
H 0.714 0.774 0.567
H 2.790 0.087 -1.404

Net charge: +1
Relative energy (zero: lowest compared OMol25 entry of this formula, charge and spin) in kcal per mole: 40.3
E in eV: -15590.35453
Structure (SMILES): C[NH+](C)CS
Max |F| in Eh/bohr: 0.0848

No. 10
C2H7IOSi | ωB97M-V with the def2-TZVPD basis set

Geometry (Å):
C 1.236 -1.699 0.034
C -0.182 -1.408 0.436
O -0.580 -0.083 0.063
Si -1.261 3.458 -1.319
I -2.200 3.550 1.034
H 1.725 -0.746 -0.228
H 1.757 -1.986 0.890
H 1.462 -2.422 -0.725
H -0.395 -1.653 1.512
H -0.961 -2.146 0.122
H -0.761 4.957 -1.331
H 0.160 0.177 -0.487

Net charge: 0
Relative energy (zero: lowest compared OMol25 entry of this formula, charge and spin) in kcal per mole: 56.4
E in eV: -20211.37783
Max |F| in Eh/bohr: 0.0556

No. 11
C26H66Hg2N2O22 | ωB97M-V with the def2-TZVPD basis set

Geometry (Å):
Hg 19.489 1.343 -18.638
Hg 16.737 3.110 -16.937
C 17.858 0.622 -16.573
O 17.285 1.226 -15.692
O 19.018 0.438 -16.528
O 17.449 0.876 -17.692
C 19.297 4.027 -17.864
O 20.351 3.414 -17.935
O 18.831 4.609 -16.887
O 18.414 3.487 -18.541
C 17.404 7.019 -21.763
C 17.535 6.364 -20.411
O 17.075 4.962 -20.427
O 16.059 6.972 -22.267
H 18.080 6.577 -22.495
H 17.635 8.084 -21.716
H 16.986 6.896 -19.634
H 18.572 6.461 -20.091
H 17.541 4.482 -19.739
H 15.590 7.595 -21.708
C 14.235 2.580 -18.899
C 13.706 2.930 -17.485
O 14.522 2.320 -16.525
O 15.611 2.948 -18.968
H 13.748 2.985 -19.786
H 14.106 1.520 -19.115
H 12.678 2.579 -17.393
H 13.565 4.008 -17.402
H 14.051 2.306 -15.689
H 15.808 3.436 -19.770
C 22.478 -0.518 -17.199
C 21.808 -1.175 -15.944
O 20.615 -1.876 -16.340
O 21.667 0.605 -17.654
H 22.594 -1.310 -17.938
H 23.527 -0.240 -17.092
H 21.438 -0.347 -15.338
H 22.500 -1.835 -15.420
H 19.967 -1.168 -16.302
H 21.809 1.336 -17.049
C 22.070 2.760 -14.777
C 20.531 2.993 -14.386
O 20.271 4.357 -14.530
O 22.149 2.714 -16.173
H 22.602 1.897 -14.378
H 22.678 3.546 -14.329
H 20.358 2.895 -13.314
H 19.942 2.240 -14.910
H 19.918 4.417 -15.420
H 21.389 3.150 -16.566
C 16.624 5.238 -14.643
C 16.051 6.114 -15.812
O 15.796 5.402 -16.997
O 16.262 3.889 -14.717
H 16.373 5.542 -13.627
H 17.706 5.113 -14.598
H 16.753 6.855 -16.194
H 15.110 6.558 -15.486
H 15.187 6.007 -17.426
H 16.538 3.424 -13.924
C 19.846 7.894 -15.893
C 19.487 9.318 -15.652
O 18.079 9.349 -15.427
O 19.319 7.382 -17.123
H 19.509 7.347 -15.012
H 20.922 7.747 -15.799
H 19.678 9.890 -16.560
H 20.132 9.738 -14.880
H 17.637 8.839 -16.110
H 19.222 6.427 -17.094
C 16.964 0.885 -20.806
O 18.256 1.536 -20.528
C 18.875 2.053 -21.688
C 20.243 2.608 -21.249
N 21.096 1.660 -20.488
C 21.467 0.339 -21.035
C 20.378 -0.770 -20.862
O 19.721 -0.727 -19.559
C 18.965 -2.009 -19.427
H 17.121 0.029 -21.463
H 16.175 1.507 -21.227
H 16.457 0.470 -19.935
H 18.265 2.811 -22.180
H 18.923 1.233 -22.404
H 19.977 3.494 -20.673
H 20.806 2.948 -22.118
H 21.912 2.186 -20.210
H 22.302 -0.022 -20.435
H 21.819 0.419 -22.063
H 20.858 -1.731 -21.048
H 19.459 -0.753 -21.448
H 19.485 -2.904 -19.770
H 17.993 -2.136 -19.904
H 18.790 -2.140 -18.359
C 21.172 7.153 -22.289
O 22.000 7.097 -21.153
C 21.488 6.298 -20.086
C 22.597 6.014 -18.980
N 22.952 4.578 -19.012
C 24.145 4.199 -18.282
C 24.623 2.762 -18.454
O 25.065 2.538 -19.759
C 25.443 1.220 -20.032
H 20.425 7.900 -22.021
H 20.712 6.187 -22.499
H 21.682 7.516 -23.181
H 20.954 5.455 -20.525
H 20.703 6.891 -19.616
H 22.096 6.092 -18.015
H 23.538 6.539 -19.144
H 22.135 4.101 -18.659
H 24.192 4.502 -17.236
H 25.000 4.796 -18.597
H 23.792 2.112 -18.180
H 25.497 2.552 -17.837
H 26.218 0.943 -19.317
H 25.951 1.148 -20.993
H 24.556 0.588 -20.080

Net charge: 0
E in eV: -84396.29106
Max |F| in Eh/bohr: 0.2205

No. 12
C26H28BrN8O3S2Tc | ωB97M-V with the def2-TZVPD basis set

Geometry (Å):
Tc -2.618 0.551 0.842
C -3.225 3.548 1.974
O -2.258 2.525 1.702
C -0.918 2.900 1.662
C -0.449 4.150 2.014
C 0.922 4.373 2.049
C 1.801 3.338 1.770
C 1.327 2.094 1.386
C -0.045 1.872 1.271
N -0.638 0.713 0.793
N 0.143 -0.439 0.705
C 0.035 -1.342 1.810
C -1.137 -1.390 2.576
O -2.209 -0.634 2.392
C -1.243 -2.356 3.619
C -0.274 -3.271 3.847
C 0.929 -3.245 3.101
C 1.958 -4.176 3.346
C 3.167 -4.073 2.714
C 3.390 -3.008 1.829
C 2.388 -2.122 1.531
C 1.111 -2.234 2.121
H -3.005 4.026 2.927
H -4.195 3.066 2.031
H -3.234 4.281 1.166
H -1.123 4.947 2.292
H 1.298 5.349 2.322
H 2.868 3.489 1.856
H 1.996 1.286 1.143
H -2.151 -2.325 4.208
H -0.397 -4.018 4.622
H 1.775 -4.970 4.060
H 3.954 -4.785 2.925
H 4.371 -2.877 1.388
H 2.576 -1.297 0.868
Br -5.036 0.612 1.306
S -3.137 1.756 -1.319
C -1.707 1.882 -2.223
N -0.562 2.441 -1.839
C 0.386 2.569 -2.945
C -0.248 1.661 -4.012
N -1.608 1.503 -3.495
H -0.462 2.944 -0.971
H 1.381 2.238 -2.654
H 0.447 3.609 -3.271
H 0.252 0.693 -4.057
H -0.260 2.119 -4.999
H -2.296 0.920 -3.936
C 2.705 -1.306 -5.141
C 2.683 -0.804 -3.734
C 3.735 -0.058 -3.204
C 3.579 0.415 -1.916
N 2.506 0.134 -1.177
C 1.586 -0.624 -1.748
S 0.146 -1.168 -0.868
N 1.604 -1.069 -2.998
H 3.728 -1.415 -5.496
H 2.195 -0.597 -5.796
H 2.186 -2.260 -5.212
H 4.630 0.146 -3.773
H 4.330 1.037 -1.440
N -3.921 -2.604 1.159
C -3.440 -2.270 -0.040
N -3.660 -3.106 -1.068
O -2.744 -1.237 -0.250
H -4.603 -3.334 1.257
H -3.763 -1.977 1.934
H -4.207 -3.940 -0.959
H -3.315 -2.859 -1.977

Net charge: +1
Relative energy (zero: lowest compared OMol25 entry of this formula, charge and spin) in kcal per mole: 0.0
E in eV: -139388.73378
⟨S²⟩: 3.773
Max |F| in Eh/bohr: 0.0286
2S+1: 4

No. 13
C2H3O3Yb | ωB97M-V with the def2-TZVPD basis set

Geometry (Å):
O 1.782 -2.352 0.760
C 2.293 -2.353 1.867
H 2.910 -3.207 2.185
H 2.160 -1.504 2.559
O -1.664 2.084 -0.588
C -0.953 0.985 -0.559
O -0.929 0.456 -1.738
Yb 0.449 -0.959 -0.517
H -1.959 2.111 -1.593

Net charge: +2
Relative energy (zero: lowest compared OMol25 entry of this formula, charge and spin) in kcal per mole: 27.1
E in eV: -39774.08901
⟨S²⟩: 0.765
Max |F| in Eh/bohr: 0.1037
2S+1: 2